Below is one molecule with the formula C14H18N4O3S at a distorted geometry, with properties calculated with the ωB97M-V functional and the def2-TZVPD basis.

As for the calculated total energy: -1387.20239 Ha. The value obtained for the gap between HOMO and LUMO is 9.51 eV. The value obtained for the energy relative to the best compared isomer or geometry (same formula, charge and spin) is 15.5 kcal per mole. The molecular weight is 322.4 g mol⁻¹. The SMILES is CCCc1cc(O)nc(S[C@@H](C)C(=O)Nc2cc(C)no2)n1. The calculation puts the HOMO energy at -8.9 eV. The value obtained for the largest force on an atom is 2.698 eV/A.

Each line ends with the Löwdin charge.
CARTESIAN COORDINATES (ANGSTROEM)
C (-5.15, 0.83, 0.41)  -0.11
C (-3.65, 0.47, 0.25)  -0.23
C (-3.26, -0.54, 1.37)  -0.15
C (-1.87, -1.06, 1.17)  -0.24
C (-0.91, -0.87, 2.16)  0.05
C (0.35, -1.24, 1.88)  -0.39
O (1.32, -1.02, 2.79)  0.10
N (0.68, -1.88, 0.77)  0.15
C (-0.29, -2.10, -0.15)  -0.66
S (0.10, -2.77, -1.72)  1.02
C (1.90, -2.40, -1.89)  -0.52
C (2.23, -2.74, -3.35)  -0.12
C (2.30, -0.97, -1.52)  -0.46
O (3.43, -0.84, -1.08)  0.08
N (1.35, 0.05, -1.50)  0.16
C (1.43, 1.25, -0.80)  -0.28
C (2.47, 1.89, -0.22)  0.01
C (1.97, 3.03, 0.46)  -0.37
C (2.82, 3.97, 1.26)  -0.02
N (0.69, 3.10, 0.26)  0.13
O (0.28, 1.99, -0.62)  0.00
N (-1.53, -1.67, 0.01)  0.10
H (-5.80, 0.06, 0.01)  0.07
H (-5.37, 1.02, 1.46)  0.07
H (-5.31, 1.77, -0.15)  0.07
H (-3.05, 1.38, 0.42)  0.11
H (-3.42, 0.03, -0.73)  0.11
H (-3.95, -1.37, 1.38)  0.12
H (-3.32, -0.05, 2.31)  0.10
H (-1.11, -0.39, 3.09)  0.12
H (2.14, -1.32, 2.37)  0.12
H (2.43, -3.15, -1.28)  0.12
H (1.85, -2.00, -4.05)  0.08
H (3.32, -2.84, -3.48)  0.10
H (1.78, -3.66, -3.62)  0.05
H (0.42, -0.23, -1.80)  0.12
H (3.54, 1.63, -0.22)  0.12
H (3.59, 3.38, 1.81)  0.09
H (2.21, 4.57, 1.97)  0.09
H (3.35, 4.64, 0.56)  0.09

=====

Below is one molecule with the formula C14H18N4O4 at a distorted geometry, with properties calculated with the ωB97M-V functional and the def2-TZVPD basis.

As for the calculated total energy: -1064.07327 Ha. The value obtained for the gap between HOMO and LUMO is 6.76 eV. The value obtained for the energy relative to the best compared isomer or geometry (same formula, charge and spin) is 154.4 kcal per mole. The molecular weight is 306.3 g mol⁻¹. The SMILES is O=[N+]([O-])C1=CC=C2C(=NC3(CCCCC3)N2O)/C1=N\CCO. The calculation puts the HOMO energy at -8.0 eV. The value obtained for the largest force on an atom is 1.381 eV/A.

Each line ends with the Löwdin charge.
CARTESIAN COORDINATES (ANGSTROEM)
O (4.95, 0.46, 0.32)  0.07
N (4.39, 1.52, 0.07)  -0.36
O (4.98, 2.58, -0.06)  0.06
C (2.97, 1.53, -0.05)  -0.11
C (2.32, 2.73, 0.09)  0.02
C (0.92, 2.84, 0.09)  -0.01
C (0.21, 1.68, 0.03)  -0.14
C (0.83, 0.36, -0.08)  -0.09
N (-0.05, -0.58, -0.09)  0.22
C (-1.36, -0.03, -0.02)  -0.43
C (-2.17, -0.42, -1.26)  -0.09
C (-3.65, -0.06, -1.15)  -0.19
C (-4.26, -0.67, 0.10)  -0.20
C (-3.51, -0.17, 1.33)  -0.19
C (-2.04, -0.55, 1.26)  -0.09
N (-1.11, 1.42, 0.05)  -0.03
O (-2.10, 2.37, 0.16)  0.07
C (2.28, 0.27, -0.25)  -0.16
N (2.94, -0.73, -0.68)  0.11
C (2.46, -2.05, -0.78)  -0.20
C (3.05, -2.81, 0.43)  -0.26
O (4.44, -2.79, 0.44)  -0.06
H (2.92, 3.62, 0.22)  0.13
H (0.45, 3.80, 0.20)  0.11
H (-1.71, 0.05, -2.14)  0.13
H (-2.06, -1.50, -1.37)  0.13
H (-4.16, -0.43, -2.04)  0.11
H (-3.77, 1.02, -1.12)  0.10
H (-4.19, -1.76, 0.05)  0.12
H (-5.31, -0.40, 0.17)  0.11
H (-3.94, -0.61, 2.24)  0.11
H (-3.61, 0.91, 1.40)  0.11
H (-1.93, -1.64, 1.25)  0.13
H (-1.50, -0.16, 2.13)  0.13
H (-2.06, 2.96, -0.61)  0.13
H (1.37, -2.14, -0.77)  0.09
H (2.89, -2.49, -1.69)  0.12
H (2.64, -2.36, 1.35)  0.12
H (2.75, -3.86, 0.38)  0.12
H (4.74, -1.87, 0.38)  0.07

=====

Below is C14H19AgN2O2S3 as an isolated structure, with properties calculated with the ωB97M-V functional and the def2-TZVPD basis.

As for the calculated total energy: -2146.44103 Ha. The value obtained for the gap between HOMO and LUMO is 6.07 eV. The value obtained for the energy relative to the best compared isomer or geometry (same formula, charge and spin) is 0.0 kcal per mole. The molecular weight is 451.4 g mol⁻¹. Its charge is -2. The calculation puts the HOMO energy at -1.2 eV. The value obtained for the largest force on an atom is 0.159 eV/A.

Each line ends with the Löwdin charge.
CARTESIAN COORDINATES (ANGSTROEM)
Ag (-0.48, -0.49, 0.87)  0.38
C (2.93, -1.01, 0.66)  -0.77
C (2.38, -2.40, 0.31)  -0.60
S (1.40, -3.05, 1.69)  0.76
C (0.32, -4.21, 0.82)  -0.61
C (-0.70, -3.61, -0.14)  -0.79
S (-1.93, -2.51, 0.63)  0.27
C (-1.33, -0.72, -2.77)  -0.10
C (-0.01, -0.64, -2.78)  -0.11
S (1.80, 0.37, 0.32)  0.37
H (3.84, -0.85, 0.06)  0.03
H (3.24, -1.00, 1.71)  0.03
H (3.20, -3.10, 0.09)  0.06
H (1.74, -2.31, -0.56)  0.03
H (-0.21, -4.74, 1.61)  0.05
H (0.95, -4.94, 0.29)  0.06
H (-1.23, -4.46, -0.60)  0.04
H (-0.19, -3.09, -0.96)  0.01
H (-1.93, 0.17, -2.94)  0.03
H (-1.85, -1.63, -2.52)  0.02
H (0.51, 0.29, -2.93)  0.02
H (0.61, -1.50, -2.55)  0.02
N (3.00, 4.72, 0.89)  0.13
C (2.15, 4.22, 0.30)  -0.19
C (1.09, 3.69, -0.51)  -0.26
C (-0.01, 3.04, 0.03)  -0.06
C (-0.99, 2.58, -0.84)  -0.13
N (-0.94, 2.75, -2.16)  0.06
C (0.13, 3.37, -2.67)  -0.18
C (1.16, 3.85, -1.90)  -0.04
H (-0.14, 2.84, 1.09)  0.10
H (-1.84, 2.06, -0.42)  0.10
H (0.15, 3.47, -3.75)  0.09
H (2.02, 4.34, -2.35)  0.10
O (-1.77, 1.46, 1.81)  -0.17
C (-2.94, 0.06, 3.32)  -0.06
C (-2.38, 1.43, 2.92)  -0.76
O (-2.56, 2.39, 3.69)  -0.08
H (-3.58, 0.14, 4.21)  0.05
H (-2.11, -0.62, 3.53)  0.05
H (-3.49, -0.38, 2.49)  0.05